{
  "formula": "C20H21NO5",
  "method": "ωB97M-V with the def2-TZVPD basis set",
  "species": ["O", "C", "N", "C", "C", "C", "C", "C", "C", "O", "C", "C", "C", "C", "O", "C", "C", "C", "C", "C", "C", "C", "O", "O", "C", "C", "H", "H", "H", "H", "H", "H", "H", "H", "H", "H", "H", "H", "H", "H", "H", "H", "H", "H", "H", "H", "H"],
  "coordinates": [[-2.62338, -0.82920, 3.51746], [-2.32711, -0.20622, 2.52075], [-1.21739, -0.75796, 1.95488], [-0.83113, -2.12743, 1.96200], [-1.46982, -2.85097, 0.63814], [-0.40515, -3.64705, -0.19860], [0.65272, -4.26242, 0.72781], [1.29977, -3.49027, 1.81990], [0.75388, -2.00432, 1.79804], [-3.02776, 0.88905, 2.09037], [-2.64495, 1.59303, 0.99437], [-3.67573, 2.02937, 0.16496], [-3.20633, 2.60849, -1.01814], [-1.84651, 2.75451, -1.42288], [-1.50344, 3.32148, -2.66361], [-0.85049, 2.37604, -0.51744], [0.54745, 2.52776, -0.92102], [1.05690, 3.83535, -0.80434], [2.40722, 4.11309, -1.24124], [3.19926, 2.90165, -1.59345], [2.65458, 1.64713, -1.74946], [3.46791, 0.46413, -2.31213], [4.71432, 0.38653, -2.32616], [2.70130, -0.56100, -2.81594], [1.32378, 1.45201, -1.36715], [-1.28328, 1.78882, 0.67371], [-0.71146, -0.19342, 1.25989], [-1.06206, -2.73314, 2.88653], [-2.14957, -2.24234, 0.03785], [-2.11363, -3.64593, 1.16541], [-0.99225, -4.33046, -0.76927], [0.07512, -3.04838, -1.01185], [1.44651, -4.54878, 0.04554], [0.17926, -5.19936, 1.13447], [2.31556, -3.48850, 1.64770], [1.03725, -3.85910, 2.82240], [1.21247, -1.43738, 2.63915], [1.14250, -1.47972, 0.86696], [-4.74907, 1.94669, 0.35150], [-4.02965, 3.10925, -1.64781], [-0.54863, 3.44597, -2.64752], [0.44171, 4.62838, -0.39369], [2.77866, 5.10785, -1.17548], [4.21156, 3.05443, -1.80369], [3.30957, -0.99878, -3.43842], [0.79359, 0.45317, -1.30626], [-0.45409, 1.50795, 1.42576]],
  "smiles": "O=C(NC1CCCCC1)Oc1ccc(O)c(-c2cccc(C(=O)O)c2)c1",
  "total_energy_ha": -1205.6181,
  "e_above_lowest_kcal_mol": 79.6,
  "e_lumo_ev": -0.25,
  "charge": 0,
  "largest_force_ev_per_a": 4.9,
  "orbital_gap_ev": 8.5
}